# 1
{
  "formula": "C49H45F3N4O2PS2W",
  "method": "ωB97M-V/def2-TZVPD",
  "species": ["W", "C", "C", "C", "C", "C", "C", "C", "N", "N", "C", "C", "C", "C", "C", "C", "N", "C", "C", "C", "C", "C", "C", "N", "H", "H", "H", "H", "H", "H", "H", "H", "H", "H", "H", "H", "H", "H", "H", "H", "H", "H", "H", "H", "O", "P", "C", "C", "C", "C", "C", "C", "C", "C", "C", "C", "C", "C", "C", "C", "C", "C", "C", "C", "H", "H", "H", "H", "H", "H", "H", "H", "H", "H", "H", "H", "H", "H", "H", "F", "C", "F", "F", "C", "C", "C", "C", "C", "C", "C", "C", "H", "H", "H", "H", "S", "C", "C", "S", "C", "O", "H", "H", "H", "H", "H", "H"],
  "coordinates": [[-1.148, 0.297, 1.376], [-1.575, -1.390, 4.120], [-2.657, -2.149, 3.354], [-2.397, -2.579, 1.922], [-2.836, -3.853, 1.575], [-2.636, -4.352, 0.302], [-1.959, -3.561, -0.610], [-1.553, -2.305, -0.215], [-1.783, -1.793, 1.008], [-1.369, 0.012, 3.711], [-2.515, 0.848, 4.130], [-3.627, 0.760, 3.132], [-4.943, 1.013, 3.474], [-5.932, 0.828, 2.522], [-5.569, 0.372, 1.263], [-4.233, 0.172, 0.986], [-3.264, 0.378, 1.898], [-0.140, 0.555, 4.302], [0.148, 1.898, 3.692], [0.847, 2.859, 4.395], [1.090, 4.091, 3.804], [0.611, 4.311, 2.526], [-0.082, 3.301, 1.882], [-0.322, 2.109, 2.444], [-0.624, -1.904, 4.005], [-1.836, -1.411, 5.185], [-3.615, -1.629, 3.407], [-2.811, -3.071, 3.917], [-3.336, -4.452, 2.323], [-2.992, -5.337, 0.035], [-1.757, -3.894, -1.618], [-1.038, -1.662, -0.910], [-2.189, 1.886, 4.222], [-2.873, 0.532, 5.117], [-5.186, 1.327, 4.480], [-6.968, 1.018, 2.762], [-6.304, 0.190, 0.495], [-3.906, -0.158, 0.009], [0.676, -0.128, 4.070], [-0.214, 0.636, 5.393], [1.186, 2.645, 5.399], [1.633, 4.860, 4.335], [0.761, 5.254, 2.020], [-0.465, 3.432, 0.879], [1.000, 0.641, 0.662], [1.989, 0.972, -0.429], [1.580, 2.466, -1.339], [1.056, 2.436, -2.628], [0.701, 3.617, -3.262], [0.867, 4.831, -2.617], [1.408, 4.872, -1.338], [1.771, 3.696, -0.705], [3.571, 1.247, 0.390], [3.537, 1.772, 1.684], [4.715, 2.038, 2.361], [5.937, 1.777, 1.755], [5.977, 1.241, 0.476], [4.799, 0.977, -0.207], [2.222, -0.369, -1.602], [2.879, -0.198, -2.820], [3.110, -1.288, -3.643], [2.695, -2.555, -3.253], [2.044, -2.730, -2.040], [1.809, -1.640, -1.216], [0.910, 1.496, -3.137], [0.298, 3.586, -4.265], [0.592, 5.750, -3.116], [1.563, 5.822, -0.847], [2.229, 3.736, 0.276], [2.581, 1.951, 2.162], [4.684, 2.447, 3.362], [6.858, 1.988, 2.280], [6.928, 1.025, 0.009], [4.848, 0.546, -1.198], [3.201, 0.787, -3.136], [3.615, -1.150, -4.588], [2.883, -3.404, -3.895], [1.726, -3.720, -1.736], [1.332, -1.763, -0.251], [-1.061, -3.066, -8.560], [-1.726, -1.919, -8.368], [-1.191, -0.997, -9.185], [-2.994, -2.114, -8.765], [-1.674, -1.466, -6.930], [-2.216, -0.227, -6.607], [-2.194, 0.211, -5.297], [-1.625, -0.591, -4.302], [-1.083, -1.832, -4.640], [-1.109, -2.270, -5.952], [-1.593, -0.125, -2.955], [-1.595, 0.325, -1.829], [-2.653, 0.389, -7.381], [-2.617, 1.169, -5.031], [-0.632, -2.442, -3.869], [-0.691, -3.230, -6.218], [-2.330, 2.337, -0.203], [-1.602, 0.856, -0.530], [3.273, -1.899, 2.027], [1.708, -2.210, 2.835], [1.529, -3.941, 2.413], [0.652, -1.497, 2.025], [4.052, -2.359, 2.633], [3.413, -0.819, 2.004], [3.273, -2.306, 1.017], [2.410, -4.484, 2.750], [1.414, -4.017, 1.333], [0.647, -4.330, 2.918]],
  "lowdin_spin": [1.20, 0.00, 0.00, 0.00, 0.00, 0.00, 0.00, 0.01, 0.02, 0.02, 0.00, 0.02, 0.00, 0.02, 0.00, 0.01, 0.00, 0.00, 0.01, 0.00, 0.01, 0.00, 0.01, 0.01, 0.00, 0.00, 0.00, 0.00, 0.00, 0.00, 0.00, 0.00, 0.00, 0.00, 0.00, 0.00, 0.00, 0.00, 0.00, 0.00, 0.00, 0.00, 0.00, 0.00, 0.02, 0.00, 0.00, 0.00, 0.00, 0.00, 0.00, 0.00, 0.00, 0.00, 0.00, 0.00, 0.00, 0.00, 0.00, 0.00, 0.00, 0.00, 0.00, 0.00, 0.00, 0.00, 0.00, 0.00, 0.00, 0.00, 0.00, 0.00, 0.00, 0.00, 0.00, 0.00, 0.00, 0.00, 0.00, 0.00, 0.00, 0.00, 0.00, -0.01, 0.00, -0.01, 0.00, -0.01, 0.00, -0.04, 0.00, 0.00, 0.00, 0.00, 0.00, -0.18, -0.12, 0.00, 0.00, 0.00, 0.02, 0.00, 0.00, 0.00, 0.00, 0.00, 0.00],
  "e_lumo_ev": [-5.18, -5.27],
  "homo_ev": [-11.88, -11.14],
  "de_lowest_kj_mol": 38.08,
  "charge": 2,
  "orbital_gap_ev": [6.700, 5.863],
  "multiplicity": 2,
  "fmax_ev_per_a": 3.0
}

***

# 2
{
  "formula": "CH2ClNO2S2",
  "method": "ωB97M-V/def2-TZVPD",
  "species": ["C", "N", "O", "O", "S", "S", "Cl", "H", "H"],
  "coordinates": [[-0.133, 1.674, -1.519], [-1.232, 1.319, -1.657], [0.290, -0.429, 2.862], [1.992, -1.790, 1.789], [1.327, 1.857, -0.980], [1.146, -0.602, 1.695], [0.031, -1.880, -0.091], [-2.094, 1.808, -1.660], [-1.329, -1.958, -0.439]],
  "nbo_charge": [0.25, -0.66, -0.85, -0.87, -0.01, 1.64, -0.23, 0.42, 0.31],
  "e_lumo_ev": -0.56,
  "homo_ev": -9.83,
  "de_lowest_kj_mol": 97.21,
  "charge": 0,
  "orbital_gap_ev": 9.270,
  "fmax_ev_per_a": 4.4
}